{
  "formula": "C3H5N2O",
  "method": "ωB97M-V/def2-TZVPD",
  "homo_lumo_gap_ev": [5.95, 8.42],
  "multiplicity": 3,
  "s_squared": 2.02,
  "relative_energy_kj_mol": 235.5,
  "charge": 1,
  "max_force_ev_per_a": 8.08,
  "e_lumo_ha": [-0.131, -0.317],
  "elements": ["O", "N", "N", "C", "C", "C", "H", "H", "H", "H", "H"],
  "positions_angstrom": [[4.456073, 0.557279, -0.012569], [-0.251815, -0.012810, -0.079416], [2.448476, -0.662619, -0.067209], [-2.732159, 0.452155, 0.036462], [3.546514, -0.120597, -0.040078], [-1.407949, 0.118787, -0.096844], [2.145540, -1.459016, 0.446636], [-2.924148, 0.880242, -0.944544], [-2.715125, 1.022353, 0.868874], [0.899604, -0.316490, -0.152167], [-3.465012, -0.459284, 0.040852]],
  "forces_ev_per_angstrom": [[5.50, 5.88, -0.75], [-1.55, -0.40, -0.26], [-7.23, 0.93, -1.56], [-2.90, -3.45, -3.33], [0.08, -5.21, 1.74], [5.68, -1.55, 0.33], [1.10, -2.13, 1.06], [-0.66, 1.03, 0.19], [-1.06, 2.37, 2.60], [-0.49, 1.03, -0.52], [1.54, 1.50, 0.48]]
}

{
  "formula": "C3H5N2O2",
  "method": "ωB97M-V/def2-TZVPD",
  "homo_lumo_gap_ev": [5.28, 5.28],
  "relative_energy_kj_mol": 678.6,
  "charge": -1,
  "max_force_ev_per_a": 4.50,
  "e_lumo_ha": [0.134, 0.134],
  "elements": ["O", "O", "N", "N", "C", "C", "C", "H", "H", "H", "H", "H"],
  "positions_angstrom": [[0.872363, -0.676834, 2.526056], [0.185754, -2.605544, 1.805962], [-0.588797, -0.875359, 0.781949], [0.208652, -1.335917, 1.792300], [-0.358725, 0.080780, 0.000861], [-0.895147, 0.772270, -1.196864], [0.406563, 1.218170, -0.415436], [1.329941, -1.369978, -1.488964], [1.429959, 1.028699, -0.882404], [-0.800115, 0.258502, -2.081438], [-1.911706, 1.375508, -1.032882], [0.121257, 2.129703, 0.190860]],
  "forces_ev_per_angstrom": [[0.53, 1.59, 0.89], [0.09, 2.56, 0.49], [-2.40, -0.15, -0.08], [0.25, -4.20, -1.61], [1.06, -0.68, -0.34], [-1.91, 1.72, 3.20], [0.44, 1.39, -0.53], [-0.12, 0.32, 0.01], [-1.67, 0.50, 0.79], [0.26, -1.08, -1.83], [2.48, -1.10, -0.40], [0.99, -0.86, -0.59]]
}